C28H23ClMnN5O7 | ωB97M-V/def2-TZVPD

Geometry as XYZ:
```
65
Properties=species:S:1:pos:R:3
Mn 0.2070 -1.0861 -1.1036
Cl -2.8176 1.5562 -7.2624
C -2.1338 0.6304 -5.9370
C -2.5415 -0.7020 -5.7392
C -2.0185 -1.4348 -4.7155
C -1.0588 -0.8905 -3.7984
O -0.5995 -1.5975 -2.8589
C -0.6661 0.4771 -4.0241
C 0.2683 1.1799 -3.1982
N 0.7858 0.7651 -2.0994
C 1.7106 1.5700 -1.3893
C 2.0891 2.8478 -1.6954
C 2.9667 3.5757 -0.8605
C 3.4804 3.0298 0.2750
C 3.1566 1.6951 0.6102
C 3.6600 1.0394 1.7551
C 3.3292 -0.2603 1.9898
C 2.4819 -0.9226 1.0784
N 1.9782 -0.3362 0.0310
C 2.2903 0.9613 -0.2265
C -1.2166 1.1980 -5.1056
H -3.2760 -1.1376 -6.4063
H -2.3257 -2.4605 -4.5545
H 0.5350 2.1735 -3.5731
H 1.6997 3.3440 -2.5742
H 3.2190 4.5952 -1.1274
H 4.1349 3.6029 0.9222
H 4.3066 1.5811 2.4369
H 3.7093 -0.7894 2.8540
H 2.2004 -1.9623 1.2096
H -0.9128 2.2276 -5.2642
N -1.7275 -2.5183 -0.2707
C -1.6995 -3.9715 -0.4157
C -0.3757 -4.5629 0.0703
C 0.8350 -4.1705 -0.7843
O 1.5142 -5.0652 -1.2882
O 1.0454 -2.9146 -0.8855
H -1.6946 -2.2257 0.6983
H -2.5316 -2.0919 -0.7108
H -1.8312 -4.2086 -1.4745
H -2.5145 -4.4578 0.1362
H -0.4350 -5.6505 0.0710
H -0.1945 -4.2230 1.0976
O -0.4675 1.9275 0.9879
C -0.4467 0.8196 1.5560
O -0.5489 -0.3258 1.0491
C -0.2116 0.8454 3.0663
C 0.2970 1.9929 3.6599
C 0.5730 2.0279 5.0219
C 0.3224 0.9177 5.8098
C -0.1936 -0.2156 5.2045
C -0.4524 -0.2751 3.8477
N -0.4691 -1.3997 6.0438
O -0.2390 -1.3148 7.2380
O -0.9146 -2.3904 5.5035
H 0.4715 2.8530 3.0254
H 0.9828 2.9227 5.4736
H 0.5161 0.9110 6.8722
H -0.8301 -1.1800 3.3935
C -3.0681 2.6918 -0.4671
C -2.6380 1.3689 -0.9108
N -2.2253 0.3460 -1.2226
H -3.9283 3.0268 -1.0455
H -2.2397 3.3860 -0.5890
H -3.3226 2.6542 0.5895
```

Results
Charge = -1
Spin multiplicity = 6
Max |F| = 1.7 eV/A
Energy above the lowest of the compared OMol25 structures with the same formula, charge and spin = 0.289 eV
Expectation value of S² = 8.75

C4H8CdF3O4PS | ωB97M-V/def2-TZVPD

Geometry as XYZ:
```
22
Properties=species:S:1:pos:R:3
C 1.9087 -1.4946 0.7539
P 2.6696 0.0675 0.2450
O 2.5316 0.2391 -1.3382
O 2.0515 1.2855 0.8322
S 0.5588 2.5279 0.2052
O 0.5723 3.3960 1.3056
O -0.4891 1.4168 0.4063
C -1.5526 1.3228 -0.6394
C -2.0008 -0.1041 -0.7627
C -2.5836 -0.7308 0.5056
F -2.3604 0.0178 1.5979
F -3.9012 -0.9344 0.3908
F -1.9995 -1.9397 0.7105
H 2.2967 -1.7492 1.7409
H 2.2558 -2.2702 0.0311
H 0.8163 -1.4969 0.8059
H 2.3333 -0.5346 -1.8807
H -1.1275 1.6291 -1.5944
H -2.3427 2.0260 -0.4048
H -1.1923 -0.7358 -1.1183
H -2.7804 -0.1304 -1.5193
Cd 4.3357 -1.8076 -0.2731
```

Results
Charge = +2
Max |F| = 2.1 eV/A
Total energy = -1664.3190 a.u.

C6H8O6Tl | ωB97M-V/def2-TZVPD

Geometry as XYZ:
```
21
Properties=species:S:1:pos:R:3
O 2.6909 -0.6957 -1.8526
C 3.2604 -0.3795 -3.0698
O 2.8400 0.6316 -3.6621
O 4.1359 -1.1900 -3.4354
C 1.6700 0.1530 -1.3384
H 2.0840 1.1549 -1.1353
H 0.8666 0.2761 -2.0773
C 1.1282 -0.4846 -0.0768
H 0.7023 -1.4792 -0.2969
H 1.9450 -0.6908 0.6322
O -1.9249 1.4017 1.0870
C -1.5040 0.5352 0.0316
C -2.5448 0.6328 2.1371
O -0.1461 0.3024 0.4529
O -2.2065 -0.6315 0.2255
C -2.4988 -0.7998 1.6158
Tl 0.2189 2.2278 1.6048
H -3.5686 1.0007 2.2795
H -1.9847 0.7546 3.0751
H -3.4546 -1.3284 1.7038
H -1.7090 -1.3913 2.0992
```

Results
Charge = -1
Max |F| = 5.8 eV/A
Energy above the lowest of the compared OMol25 structures with the same formula, charge and spin = 2.488 eV

C6H12O | ωB97M-V/def2-TZVPD

Geometry as XYZ:
```
19
Properties=species:S:1:pos:R:3
C 1.6183 -2.1399 -0.3683
C 0.6130 -0.2599 -1.6559
C 0.4962 -1.4641 -1.0876
O -0.3512 0.2247 -2.5068
H -0.1182 1.1106 -2.7990
H 1.5457 0.2919 -1.6129
H -0.3815 -2.0556 -1.3059
H 1.2936 -2.4843 0.6078
H 2.4624 -1.4576 -0.2307
H 1.9660 -3.0062 -0.9254
C -1.1291 2.3869 1.4186
C -0.6908 1.0263 0.9982
C -1.1021 -0.1236 1.4841
H -0.0444 0.9748 0.0946
H -1.6148 2.9015 0.5887
H -0.2699 2.9864 1.7193
H -1.8229 2.3366 2.2536
H -1.7660 -0.2087 2.3292
H -0.7043 -1.0398 0.9985
```

Results
Charge = 0
SMILES = C/C=C/O.C=CC
Max |F| = 1.3 eV/A
Energy above the lowest of the compared OMol25 structures with the same formula, charge and spin = 2.007 eV

CH12O6 | ωB97M-V/def2-TZVPD

Geometry as XYZ:
```
19
Properties=species:S:1:pos:R:3
O 1.7802 0.3443 -2.0603
C 1.0415 -0.6209 -1.9504
H 0.1672 -0.9101 -2.6746
H 1.1053 -1.3063 -1.0419
H 0.6029 -1.3564 2.6468
H 1.0415 -2.6695 1.7894
O 1.0716 -1.7622 1.9219
H -0.5625 2.8256 1.3277
H -0.0193 2.0034 0.1843
O -0.8759 2.2799 0.5224
H -2.1859 -0.4183 -1.6528
H -2.1474 -1.7223 -2.1085
O -1.6802 -1.1949 -1.5403
H 1.8230 1.0604 1.0327
H 1.9152 1.3303 -0.5465
O 1.7160 1.7769 0.2461
H -1.9710 -0.4285 0.8389
H -1.4238 0.8910 1.5404
O -1.3986 -0.1224 1.5246
```

Results
Charge = +1
Spin multiplicity = 2
Max |F| = 4.6 eV/A
Energy above the lowest of the compared OMol25 structures with the same formula, charge and spin = 1.051 eV
Expectation value of S² = 0.76

C19H42AlCl37O4PS2 | ωB97M-V/def2-TZVPD

Geometry as XYZ:
```
106
Properties=species:S:1:pos:R:3
C 6.6066 0.6448 3.3154
S 5.7211 -0.7041 2.5322
O 5.7535 -0.3857 1.0937
O 6.4046 -1.9538 2.8504
Al 3.4229 -0.8244 3.0832
Cl 2.5008 -1.8499 1.3477
P 2.5311 1.3965 3.2276
O 1.9926 1.7588 1.7273
O 3.7851 2.4060 3.5890
S 0.9646 1.4934 4.4130
H 7.6659 0.4444 3.1326
H 6.4626 0.6757 4.3935
H 6.3696 1.5879 2.8312
H 3.2215 -1.6181 4.4301
H 2.7579 1.6345 1.1413
H 4.3088 2.4993 2.7805
C -0.8484 -2.3937 3.9904
Cl -1.4951 -1.0246 3.0664
Cl 0.8952 -2.2689 4.2356
H -1.3353 -2.4148 4.9574
H -1.0582 -3.3084 3.4457
C -1.6519 -0.0631 7.0537
Cl -0.2765 -1.1738 7.1070
Cl -1.1349 1.5945 6.7599
H -2.3149 -0.3674 6.2507
H -2.1670 -0.1077 8.0062
C 3.6116 2.8850 -1.5795
Cl 1.9117 2.5531 -1.2339
Cl 4.6154 2.7260 -0.1279
H 3.9594 2.1762 -2.3210
H 3.7009 3.8954 -1.9543
C 0.5595 1.9936 -4.3690
Cl -0.2611 1.2043 -5.7202
Cl 2.2687 2.2965 -4.6909
H 0.0689 2.9416 -4.1789
H 0.4898 1.3539 -3.4971
C -4.6474 -3.8125 3.5400
Cl -3.6863 -5.2973 3.5516
Cl -4.2374 -2.7568 4.8965
H -4.4517 -3.2786 2.6179
H -5.6954 -4.0751 3.6064
C 2.7207 -5.6453 2.1998
Cl 1.0808 -6.2302 2.5670
Cl 3.3776 -4.6018 3.4483
H 3.3632 -6.5076 2.0910
H 2.6853 -5.0793 1.2750
C 1.4132 5.7781 4.7928
Cl 1.4750 3.9913 4.4595
Cl 2.8910 6.6616 4.2892
H 0.5732 6.2045 4.2551
H 1.2872 5.9206 5.8603
C -4.0298 2.8295 -5.4144
Cl -5.6980 2.5302 -4.8789
Cl -2.8826 2.6550 -4.0918
H -3.7733 2.1181 -6.1887
H -3.9694 3.8408 -5.8027
C -4.1530 5.9145 -3.3438
Cl -4.8994 7.3211 -4.1231
Cl -2.3925 5.9438 -3.4627
H -4.4019 5.9059 -2.2909
H -4.5266 5.0158 -3.8188
C 0.6041 -1.5897 -8.5783
Cl 1.4826 -0.6109 -9.7598
Cl -1.0015 -0.9350 -8.2425
H 0.4926 -2.5920 -8.9734
H 1.1687 -1.6072 -7.6533
C -2.7968 4.3643 0.2885
Cl -4.3756 4.2875 -0.5264
Cl -1.5651 3.4492 -0.5772
H -2.4887 5.4016 0.3423
H -2.9046 3.9483 1.2829
C 6.5940 5.6691 -3.1154
Cl 6.0751 3.9856 -3.2376
Cl 5.4877 6.6233 -2.1204
H 7.5783 5.6947 -2.6635
H 6.6230 6.0958 -4.1107
C 4.7327 -8.8333 0.4646
Cl 3.1732 -9.0644 1.2656
Cl 4.9802 -7.1212 0.1165
H 5.5206 -9.1765 1.1245
H 4.7459 -9.3947 -0.4619
C -7.5839 -3.1156 0.5355
Cl -6.6237 -4.6001 0.5542
Cl -7.1836 -2.0594 1.8951
H -7.3829 -2.5831 -0.3865
H -8.6326 -3.3796 0.5994
C 5.9312 -2.0961 -1.0269
Cl 4.5190 -1.9933 -2.0901
Cl 6.3455 -3.7736 -0.6430
H 6.7750 -1.6413 -1.5314
H 5.7092 -1.5740 -0.1000
C -8.1395 -0.2888 -5.1751
Cl -8.2340 -1.2426 -3.6906
Cl -8.4035 -1.2839 -6.6135
H -8.9021 0.4801 -5.1427
H -7.1545 0.1566 -5.2425
C -0.1538 -3.7990 9.4515
Cl -1.8210 -4.3709 9.6180
Cl 0.7104 -3.8404 10.9961
H 0.3635 -4.4394 8.7473
H -0.1772 -2.7785 9.0894
C -6.4605 0.7907 -9.2136
Cl -5.4498 1.2568 -10.5856
Cl -5.6152 0.9848 -7.6725
H -7.3427 1.4192 -9.2014
H -6.7399 -0.2503 -9.3228
```

Results
Charge = -1
Max |F| = 3.0 eV/A
Total energy = -19457.5257 a.u.

C2HFeO3 | ωB97M-V/def2-TZVPD

Geometry as XYZ:
```
7
Properties=species:S:1:pos:R:3
C -0.7400 -1.7288 -0.1552
O -1.7191 -1.0721 -0.1021
C -0.0012 1.5907 -0.0351
O 1.0823 1.1376 -0.0564
O -1.0310 2.0812 -0.0579
Fe 2.8913 0.5805 -0.1078
H -0.4823 -2.5892 0.5145
```

Results
Charge = +3
Spin multiplicity = 7
Max |F| = 9.8 eV/A
Energy above the lowest of the compared OMol25 structures with the same formula, charge and spin = 0.000 eV
Expectation value of S² = 12.00

C4H8O | ωB97M-V/def2-TZVPD

Geometry as XYZ:
```
13
Properties=species:S:1:pos:R:3
C -1.6450 0.3704 0.0987
C -0.6338 -0.7018 0.4020
O -0.1545 -1.4532 -0.7056
C 0.7838 -0.6903 0.0445
C 1.5074 0.5289 -0.4260
H -1.6805 1.0609 0.9446
H -2.6638 -0.0171 -0.0457
H -1.3747 0.9112 -0.8132
H -0.6541 -1.1537 1.3828
H 1.3991 -1.3659 0.6471
H 0.8301 1.3712 -0.5903
H 2.1940 0.8058 0.3847
H 2.0919 0.3336 -1.3237
```

Results
Charge = 0
SMILES = C[C@@H]1O[C@@H]1C
Max |F| = 1.5 eV/A
Energy above the lowest of the compared OMol25 structures with the same formula, charge and spin = 1.406 eV

C2H5NO3 | ωB97M-V/def2-TZVPD

Geometry as XYZ:
```
11
Properties=species:S:1:pos:R:3
C 1.0756 1.1932 -1.0492
N 1.6020 2.2970 -1.7797
O 0.5003 1.3131 -0.0085
H 1.2650 0.2214 -1.5473
H 2.5629 2.0706 -2.0432
H 1.1706 2.3018 -2.7106
O -1.6898 -2.3729 1.7062
C -1.1227 -1.3793 1.3813
O -0.6067 -1.2461 0.1535
H -1.0935 -0.4573 1.9762
H -0.2573 -0.3554 0.0303
```

Results
Charge = 0
SMILES = NC=O.O=CO
Max |F| = 1.0 eV/A
Energy above the lowest of the compared OMol25 structures with the same formula, charge and spin = 1.047 eV

C19H25N5O4 | ωB97M-V/def2-TZVPD

Geometry as XYZ:
```
53
Properties=species:S:1:pos:R:3
C 0.8582 2.2411 -6.1678
C 1.2465 2.1872 -4.7072
O 0.6919 1.4439 -3.9179
N 2.2550 3.0406 -4.4057
C 2.9046 3.4153 -3.2046
C 3.4712 4.6890 -3.2205
C 4.1805 5.1832 -2.1452
C 4.3405 4.3938 -1.0192
C 3.7907 3.1295 -0.9849
C 3.0736 2.6124 -2.0646
N 2.5340 1.3288 -2.0038
C 2.9803 0.2893 -1.2617
O 3.9695 0.2943 -0.5603
C 2.0769 -0.9402 -1.3818
C 1.1526 -0.9348 -0.1990
N -0.0508 -0.6029 -0.4414
N -1.0095 -0.5988 0.5299
C -1.3258 -1.5785 1.3971
O -0.7100 -2.6252 1.5329
C -2.6053 -1.1689 2.1396
O -3.2069 -0.1759 1.7319
N -3.0119 -1.8592 3.2117
C -2.4338 -3.0671 3.7577
H -2.2241 -2.8918 4.8202
C -3.4232 -4.2251 3.6160
C -4.7412 -3.8800 4.3035
C -5.2874 -2.5716 3.7383
C -4.2414 -1.4674 3.8771
H -4.0220 -1.2905 4.9360
H -4.5884 -0.5391 3.4212
H -5.5293 -2.7005 2.6816
H -6.1971 -2.2760 4.2628
H -4.5740 -3.7709 5.3780
H -5.4644 -4.6840 4.1565
H -3.5982 -4.4124 2.5550
H -2.9870 -5.1243 4.0525
H -1.5050 -3.2981 3.2416
H -1.7420 0.0997 0.3973
C 1.7579 -1.2471 1.1271
H 1.2981 -0.6365 1.9048
H 1.5712 -2.2906 1.3832
H 2.8294 -1.0647 1.1000
H 1.4983 -0.9149 -2.3030
H 2.7057 -1.8302 -1.3430
H 1.7089 1.1783 -2.5971
H 3.9239 2.5052 -0.1176
H 4.8933 4.7613 -0.1689
H 4.6058 6.1737 -2.1904
H 3.3499 5.3018 -4.1041
H 2.5325 3.6422 -5.1710
H 1.7181 2.0224 -6.7976
H 0.4783 3.2290 -6.4212
H 0.0812 1.5055 -6.3541
```

Results
Charge = 0
SMILES = CC(=O)Nc1ccccc1NC(=O)C/C(C)=N/NC(=O)C(=O)N1CCCCC1
Max |F| = 1.0 eV/A
Energy above the lowest of the compared OMol25 structures with the same formula, charge and spin = 0.930 eV

C3H4N4O | ωB97M-V/def2-TZVPD

Geometry as XYZ:
```
12
Properties=species:S:1:pos:R:3
C 0.7964 -0.4348 0.0940
C -1.2762 -0.2461 0.0978
C -0.6362 1.1972 0.2476
H 2.7033 0.8252 0.0687
H -0.4500 -2.1582 -0.1925
H -3.1317 0.2127 -0.4049
H -0.8851 2.3183 0.2258
N 2.0049 -0.9098 0.0050
N -0.2132 -1.0837 0.3816
N -2.5487 -0.5801 -0.2679
N 0.6142 0.8879 -0.1059
O 3.0224 -0.0289 -0.1492
```

Results
Charge = 0
SMILES = [H]/N=C1C=N/C(=N\O)N\1
Max |F| = 13.6 eV/A
Energy above the lowest of the compared OMol25 structures with the same formula, charge and spin = 5.450 eV

C2H3BrN2 | ωB97M-V/def2-TZVPD

Geometry as XYZ:
```
8
Properties=species:S:1:pos:R:3
C -0.0765 -0.3637 0.5626
C -0.5315 0.3676 -0.6484
N 0.8089 0.3592 1.5649
N 1.7904 0.2411 0.8987
Br 0.0239 -2.2435 0.4765
H -0.6634 1.4204 -0.4035
H -1.4901 -0.0545 -0.9447
H 0.1383 0.2735 -1.5060
```

Results
Charge = 0
Max |F| = 1.9 eV/A
Energy above the lowest of the compared OMol25 structures with the same formula, charge and spin = 1.446 eV

Question: Which of these has the highest charge?
Answer: C2HFeO3